(1)
11
Properties=species:S:1:pos:R:3:forces:R:3:lowdin_charge:R:1 method="wB97M-V/def2-TZVPD" homo_energy_ev=-7.8 smiles=Oc1ccc(S)o1 orbital_gap_ha=0.3014 lumo_ev=0.391 de_lowest_kj_mol=235.1
C 0.641 -0.290 0.893 -1.399 -2.820 -0.312 -0.498
C -0.553 -0.942 0.919 -0.233 2.066 1.066 0.001
C -1.366 -0.211 -0.071 1.415 -1.322 -0.064 -0.076
C -0.497 0.538 -0.814 -1.015 -0.863 0.093 -0.625
H 2.354 0.404 1.254 -2.152 -4.068 1.938 0.256
H -0.773 -1.511 1.809 -0.699 -0.201 -0.304 0.107
H -2.366 -0.480 -0.292 -0.712 0.160 -0.324 0.091
H 0.762 1.388 -2.599 -2.233 -0.233 -0.066 -0.065
O 1.736 -0.496 1.623 3.080 4.813 -1.831 0.064
O 0.733 0.430 -0.196 1.168 2.441 -1.896 0.012
S -0.670 1.170 -2.526 2.781 0.025 1.700 0.731

---

(2)
21
Properties=species:S:1:pos:R:3:forces:R:3:lowdin_charge:R:1 method="wB97M-V/def2-TZVPD" homo_energy_ev=-4.0 total_charge=-1 orbital_gap_ha=0.2835 lumo_ev=3.731 de_lowest_kj_mol=215.2
C -0.446 -1.073 -1.174 -1.201 -2.402 -2.185 -0.337
N 0.197 -0.098 -0.376 -0.365 -2.631 1.832 -0.135
C 1.738 -0.257 -0.452 -2.153 1.421 3.714 -0.397
O 2.143 0.196 0.783 0.770 -0.581 -0.340 -0.356
C -2.022 -0.786 -1.145 2.461 0.298 -0.838 -0.282
N -2.658 -1.725 -0.271 2.261 -2.557 -2.460 -0.011
H -0.214 -0.987 -2.265 0.538 0.047 0.774 0.094
H -0.126 -2.247 -0.896 -1.058 2.523 -0.552 0.146
H -0.112 -0.462 0.602 1.190 1.238 -1.531 0.128
H 2.043 -1.327 -0.649 -0.182 0.933 -0.477 0.099
H 1.757 0.541 -1.162 1.728 0.001 -1.745 0.089
H -1.915 0.178 -0.632 -0.909 0.396 -0.778 0.084
H -2.378 -0.699 -2.257 0.048 -0.325 2.243 0.119
H -1.980 -2.072 0.383 0.194 -0.209 0.162 0.054
H -3.356 -1.345 0.210 -3.565 1.876 2.367 -0.005
H -0.541 2.035 0.946 -1.736 0.234 -4.028 -0.043
H 0.630 1.171 1.577 0.035 -0.130 -1.211 -0.005
O -0.053 1.858 1.670 1.764 -0.179 5.364 -0.060
H 2.681 1.745 1.280 0.414 1.842 -0.016 0.022
H 1.881 2.605 2.198 2.050 1.107 -1.419 0.025
O 2.730 2.749 1.631 -2.283 -2.903 1.124 -0.231

---

(3)
78
Properties=species:S:1:pos:R:3:forces:R:3:lowdin_charge:R:1 method="wB97M-V/def2-TZVPD" homo_energy_ev=-9.1 smiles="[H]/N=C(/C)C[Si@H](O)CCCCCCCCC.CN(C)C=O.CN(C)C=O.CN(C)C=O" orbital_gap_ha=0.3523 lumo_ev=0.466
C 0.115 -3.602 1.012 -0.477 -0.259 0.187 -0.123
C -0.217 -3.532 2.515 0.519 -0.007 -0.021 -0.229
C 0.171 -2.222 3.245 -0.587 -0.233 -0.063 -0.208
C 0.198 -0.951 2.389 0.237 0.345 0.158 -0.193
C 1.594 -0.357 2.105 -0.034 -0.152 0.016 -0.194
C 2.768 -1.352 2.038 0.277 0.391 0.151 -0.196
C 3.851 -0.969 1.007 0.045 -0.364 0.094 -0.202
C 4.099 -2.005 -0.112 0.289 0.174 -0.177 -0.252
C 3.946 -1.429 -1.532 -0.069 0.029 0.112 -0.266
Si 2.185 -1.003 -1.995 0.036 0.032 0.194 0.556
O 2.147 0.079 -3.267 -0.050 -0.380 0.186 -0.178
C 1.079 -2.469 -2.402 0.148 -0.144 -0.351 -0.195
C 1.572 -3.483 -3.409 -0.294 0.036 -0.120 -0.482
C 2.819 -4.263 -3.075 -0.308 0.149 -0.159 -0.050
N 0.981 -3.737 -4.505 0.203 -0.056 -0.001 0.119
H -0.787 -3.460 0.414 0.038 0.185 -0.095 0.073
H 0.484 -4.595 0.756 0.148 0.003 -0.075 0.072
H 0.843 -2.857 0.705 0.089 -0.005 -0.010 0.030
H 0.315 -4.346 3.010 -0.059 -0.038 0.087 0.097
H -1.274 -3.745 2.666 -0.087 0.066 -0.083 0.096
H 1.109 -2.373 3.773 0.131 0.156 -0.029 0.097
H -0.571 -2.071 4.029 0.085 -0.062 0.149 0.086
H -0.364 -0.178 2.918 -0.094 0.059 -0.075 0.094
H -0.328 -1.089 1.445 -0.052 -0.168 -0.045 0.100
H 1.551 0.221 1.182 -0.083 0.018 0.025 0.062
H 1.823 0.367 2.889 0.031 0.054 0.026 0.101
H 2.445 -2.378 1.875 -0.107 -0.019 -0.108 0.085
H 3.246 -1.356 3.019 -0.078 -0.188 0.085 0.107
H 3.615 0.003 0.574 -0.029 0.053 -0.067 0.093
H 4.798 -0.845 1.532 0.025 0.150 0.025 0.103
H 3.477 -2.892 0.024 -0.147 0.002 0.026 0.089
H 5.130 -2.352 -0.025 -0.007 -0.171 0.040 0.101
H 4.397 -2.095 -2.267 -0.026 -0.057 -0.068 0.058
H 4.536 -0.509 -1.578 -0.047 0.096 -0.070 0.081
H 1.569 -0.319 -0.834 -0.068 -0.042 -0.032 0.028
H 2.222 0.962 -2.902 -0.007 0.361 -0.207 0.024
H 0.146 -2.037 -2.773 -0.066 0.048 0.035 0.079
H 0.825 -3.005 -1.483 0.168 0.110 0.099 0.057
H 2.752 -5.246 -3.531 0.006 -0.099 0.068 0.077
H 2.949 -4.332 -1.997 0.166 -0.090 0.058 0.070
H 3.677 -3.760 -3.517 0.117 0.034 0.099 0.075
H 0.163 -3.143 -4.622 -0.046 0.055 0.006 0.042
C -0.461 3.148 -0.826 -0.063 -0.138 0.095 -0.346
O 0.311 2.819 0.058 0.054 0.009 -0.004 -0.004
N -0.117 3.894 -1.892 -0.010 0.076 -0.124 -0.195
C -1.078 4.238 -2.923 0.116 -0.025 0.088 -0.054
C 1.254 4.357 -1.999 -0.081 -0.058 0.068 -0.044
H -1.522 2.852 -0.832 -0.004 0.014 -0.012 0.133
H -0.748 3.849 -3.890 -0.047 0.030 -0.020 0.090
H -1.182 5.324 -2.998 -0.036 -0.013 -0.040 0.090
H -2.047 3.802 -2.677 0.132 0.093 -0.054 0.045
H 1.944 3.512 -2.024 0.040 0.025 0.008 0.080
H 1.518 4.974 -1.138 0.041 -0.004 -0.008 0.092
H 1.365 4.940 -2.910 -0.014 0.004 -0.020 0.085
C -4.644 2.080 -3.000 0.087 -0.024 0.112 -0.335
O -3.973 2.944 -2.461 -0.106 -0.060 -0.012 -0.009
N -5.548 2.315 -3.962 -0.107 -0.034 -0.105 -0.196
C -6.322 1.250 -4.571 0.019 0.153 -0.005 -0.056
C -5.753 3.685 -4.403 0.065 -0.037 0.079 -0.036
H -4.558 1.015 -2.731 -0.003 -0.002 -0.001 0.137
H -6.130 1.205 -5.644 -0.021 -0.042 -0.007 0.091
H -7.389 1.415 -4.411 -0.014 -0.043 -0.014 0.090
H -6.045 0.296 -4.128 0.015 -0.008 0.016 0.083
H -4.824 4.100 -4.795 -0.012 0.027 -0.011 0.092
H -6.074 4.307 -3.567 -0.001 0.026 -0.016 0.094
H -6.512 3.702 -5.180 -0.013 -0.023 -0.010 0.086
C 0.723 0.417 6.038 0.107 -0.033 -0.141 -0.361
O 0.929 -0.758 6.262 -0.005 -0.030 0.055 0.012
N -0.484 1.009 6.124 -0.072 0.115 0.007 -0.197
C -0.677 2.415 5.830 -0.086 -0.131 0.036 -0.059
C -1.623 0.199 6.518 0.102 -0.031 -0.021 -0.039
H 1.523 1.110 5.723 -0.008 0.013 0.025 0.132
H -1.068 2.939 6.705 0.008 0.043 -0.018 0.087
H -1.378 2.541 5.003 0.017 0.048 -0.013 0.089
H 0.273 2.864 5.550 0.019 -0.007 -0.011 0.083
H -1.459 -0.232 7.506 -0.029 -0.019 0.000 0.093
H -1.766 -0.622 5.814 -0.027 -0.013 0.014 0.082
H -2.515 0.820 6.536 -0.001 0.026 -0.007 0.085

---

(4)
16
Properties=species:S:1:pos:R:3:forces:R:3:lowdin_charge:R:1 method="wB97M-V/def2-TZVPD" homo_energy_ev=-8.4 orbital_gap_ha=0.3321 lumo_ev=0.611 de_lowest_kj_mol=626.4
C -1.491 -1.136 -0.725 1.678 -1.855 2.079 -0.113
C -0.922 0.002 0.158 -2.812 4.621 -1.575 -0.370
C 0.226 0.965 -0.277 -0.766 -1.176 -0.893 -0.692
C -0.077 2.244 -0.207 0.578 5.014 2.494 -0.070
C 1.961 -0.821 0.543 1.086 -2.674 -0.552 -0.493
H -2.095 -1.693 0.076 0.207 0.591 -1.590 0.069
H -2.169 -1.007 -1.767 2.736 -0.192 2.926 0.143
H -0.418 -1.747 -0.540 -2.903 0.389 -2.414 0.096
H -0.683 -0.267 1.138 0.179 -1.333 1.427 0.060
H -1.734 0.817 0.350 0.869 -1.723 -0.246 0.107
H 0.590 3.398 -0.255 -1.643 -4.265 -0.363 0.153
H -0.996 2.430 0.470 1.204 0.109 -1.780 0.066
H 2.489 -1.985 -0.267 -0.928 3.366 3.278 0.158
H 2.725 -0.078 1.200 -2.111 -3.154 -1.109 0.087
H 0.921 -1.287 0.993 3.235 1.369 -0.701 0.055
S 1.672 0.167 -0.890 -0.610 0.915 -0.981 0.744

---

(5)
15
Properties=species:S:1:pos:R:3:forces:R:3:mulliken_spin:R:1 method="wB97M-V/def2-TZVPD" homo_energy_ev="-13.7 / -14.2" multiplicity=2 total_charge=+1 orbital_gap_ha="0.3725 / 0.2971" lumo_ev="-3.569 / -6.153" de_lowest_kj_mol=24.8
O -2.560 -0.203 1.296 -0.098 -0.445 -0.147 0.003
C -2.251 -0.946 0.379 -0.195 1.247 -0.042 -0.003
O -2.700 -1.141 -0.740 -0.076 -0.240 -0.069 0.009
O -1.025 -1.755 0.704 0.698 -0.379 -0.019 0.210
Na -4.475 0.330 -0.010 0.274 -0.146 0.082 0.000
C 0.067 -1.681 0.041 -0.274 0.007 -0.085 0.189
C 0.321 -0.827 -1.047 -0.113 -0.207 -0.135 0.501
H 0.841 -2.373 0.384 -0.203 0.231 0.026 0.007
H -0.460 -0.226 -1.508 0.246 -0.138 0.260 0.010
H 1.292 -0.907 -1.534 -0.290 0.093 0.184 0.021
H 2.786 1.195 -0.300 -0.148 0.168 0.051 0.001
O 0.855 1.124 0.346 0.418 0.065 -0.231 0.047
C 1.952 1.633 0.278 -0.324 -0.431 0.122 0.005
O 2.226 2.738 0.940 0.091 0.188 -0.038 -0.002
H 3.130 3.038 0.769 -0.004 -0.013 0.042 0.003

---

Number 1: E_tot -19140.555 eV, strongest force on any atom 6.0 eV/Å. Number 2: E_tot -12442.865 eV, strongest force on any atom 5.6 eV/Å. Number 3: E_tot -44584.648 eV, strongest force on any atom 0.6 eV/Å. Number 4: E_tot -16175.986 eV, strongest force on any atom 5.6 eV/Å. Number 5: E_tot -18875.985 eV, strongest force on any atom 1.3 eV/Å.